Below is C46H35FeN4S2SbSe as an isolated structure, with properties calculated with the ωB97M-V functional and the def2-TZVPD basis.

Structure (XYZ):
```
90
C46H35FeN4S2SbSe (the ωB97M-V functional and the def2-TZVPD basis)
Fe 0.75 -0.54 -0.05
S -4.13 -4.17 -3.71
C -3.76 -5.83 -3.85
C -2.54 -6.12 -3.32
C -1.90 -4.97 -2.78
C -2.65 -3.83 -2.92
C -2.32 -2.47 -2.49
C -1.10 -2.23 -1.83
N -0.72 -1.03 -1.41
C -1.56 0.03 -1.60
C -2.79 -0.11 -2.23
C -3.62 1.06 -2.39
C -3.23 2.27 -1.93
C -1.95 2.42 -1.27
C -1.49 3.64 -0.76
C -0.27 3.73 -0.12
C 0.49 2.54 -0.01
N 0.07 1.38 -0.49
C -1.13 1.31 -1.12
C 0.25 4.97 0.46
C 1.49 5.19 1.01
C 1.64 6.52 1.49
C 0.52 7.27 1.31
S -0.72 6.38 0.54
C -3.16 -1.39 -2.68
H -4.45 -6.50 -4.33
H -2.11 -7.11 -3.30
H -0.93 -5.01 -2.31
H -0.41 -3.04 -1.64
H -4.58 0.95 -2.88
H -3.86 3.13 -2.05
H -2.12 4.52 -0.87
H 1.44 2.53 0.49
H 2.28 4.45 1.06
H 2.54 6.90 1.95
H 0.36 8.30 1.57
H -4.12 -1.51 -3.17
C -1.56 -4.17 5.69
C -1.19 -4.63 4.44
C -0.86 -3.73 3.44
C -0.90 -2.36 3.71
C -1.27 -1.90 4.97
C -1.60 -2.81 5.96
Sb -0.43 -0.94 2.28
C 1.02 0.23 3.31
C 1.19 1.61 3.21
C 2.25 2.23 3.87
C 3.15 1.48 4.61
C 2.99 0.11 4.70
C 1.93 -0.52 4.05
C -2.20 0.21 2.14
C -2.32 1.57 2.41
C -3.53 2.22 2.21
C -4.63 1.53 1.72
C -4.52 0.17 1.45
C -3.31 -0.48 1.66
H -1.81 -4.88 6.47
H -1.16 -5.69 4.24
H -0.57 -4.10 2.46
H -1.31 -0.84 5.19
H -1.89 -2.46 6.94
H 0.52 2.22 2.64
H 2.35 3.31 3.81
H 3.97 1.97 5.12
H 3.69 -0.48 5.28
H 1.82 -1.59 4.16
H -1.50 2.15 2.82
H -3.62 3.28 2.45
H -5.57 2.04 1.58
H -5.38 -0.38 1.10
H -3.25 -1.55 1.46
C 5.30 -2.03 -2.24
N 4.37 -0.99 -2.68
C 3.46 -0.35 -1.94
Se 3.18 -0.61 -0.09
N 2.82 0.53 -2.72
C 3.35 0.49 -4.02
C 3.04 1.19 -5.17
C 3.79 0.88 -6.29
C 4.79 -0.10 -6.26
C 5.09 -0.81 -5.11
C 4.34 -0.48 -3.98
H 5.20 -2.15 -1.16
H 6.31 -1.72 -2.48
H 5.06 -2.96 -2.74
H 2.11 1.15 -2.37
H 2.28 1.95 -5.20
H 3.60 1.40 -7.22
H 5.35 -0.31 -7.16
H 5.86 -1.56 -5.08
```

Results
Spin multiplicity = 5
HOMO (alpha / beta) = -12.676 / -12.674 eV
ΔE to the lowest compared entry with this formula, charge and spin = 0.00 kcal/mol
<S²> = 6.015
Net charge = +2
Kohn-Sham gap (alpha / beta) = 7.0 / 6.7 eV

Below is C46H36BrF4FeN5O3PS2 as an isolated structure, with properties calculated with the ωB97M-V functional and the def2-TZVPD basis.

Structure (XYZ):
```
99
C46H36BrF4FeN5O3PS2 (the ωB97M-V functional and the def2-TZVPD basis)
Fe 0.15 -0.48 -0.01
O -3.62 -0.60 -1.62
C -2.43 -0.69 -1.39
N -1.78 -0.68 -0.19
C -2.53 -0.56 0.96
O -3.69 -0.25 1.08
C -1.68 -0.81 2.17
C -2.29 -1.08 3.39
C -1.49 -1.31 4.49
C -0.11 -1.22 4.34
C 0.41 -0.92 3.09
N -0.36 -0.73 2.01
C -1.47 -0.85 -2.53
C -1.94 -1.26 -3.77
C -1.03 -1.43 -4.79
C 0.31 -1.17 -4.54
C 0.68 -0.74 -3.28
N -0.18 -0.60 -2.27
H -3.37 -1.10 3.43
H -1.92 -1.54 5.45
H 0.56 -1.37 5.17
H 1.47 -0.83 2.96
H -3.00 -1.43 -3.89
H -1.35 -1.77 -5.77
H 1.06 -1.28 -5.31
H 1.71 -0.50 -3.07
F 6.15 4.07 2.50
C 5.36 3.13 2.01
C 5.81 2.27 1.04
F 7.05 2.37 0.58
C 4.96 1.30 0.54
F 5.54 0.52 -0.39
C 3.63 1.12 0.96
P 2.63 -0.28 0.21
C 3.45 -1.77 0.92
C 4.84 -1.97 0.87
C 5.42 -3.08 1.45
C 4.63 -4.02 2.10
C 3.26 -3.85 2.15
C 2.68 -2.73 1.55
C 3.23 -0.21 -1.51
C 3.69 -1.34 -2.17
C 4.07 -1.26 -3.50
C 4.00 -0.05 -4.18
C 3.53 1.08 -3.52
C 3.14 1.00 -2.19
C 3.21 2.03 1.95
Br 1.51 2.07 2.72
C 4.06 3.00 2.46
F 3.65 3.85 3.40
H 5.48 -1.26 0.36
H 6.49 -3.21 1.40
H 5.09 -4.89 2.57
H 2.63 -4.59 2.63
H 1.61 -2.65 1.54
H 3.76 -2.29 -1.65
H 4.43 -2.15 -4.01
H 4.31 0.01 -5.21
H 3.47 2.03 -4.05
H 2.76 1.89 -1.69
O 0.34 -2.56 -0.30
S -0.56 -3.51 -1.05
C 0.48 -4.87 -1.55
C 1.82 -4.86 -1.23
C 2.62 -5.91 -1.68
C 2.07 -6.93 -2.43
C 0.71 -6.92 -2.75
C -0.09 -5.88 -2.32
C -1.56 -4.29 0.20
C -1.15 -4.29 1.52
C -1.96 -4.88 2.48
C -3.17 -5.46 2.11
C -3.58 -5.44 0.79
C -2.78 -4.85 -0.18
H 2.23 -4.05 -0.65
H 3.67 -5.92 -1.43
H 2.69 -7.74 -2.78
H 0.29 -7.71 -3.34
H -1.14 -5.86 -2.58
H -0.21 -3.82 1.79
H -1.65 -4.88 3.52
H -3.80 -5.91 2.86
H -4.53 -5.87 0.51
H -3.11 -4.80 -1.21
S -0.02 1.95 -0.25
C -1.35 2.28 -1.31
N -1.12 2.71 -2.55
C -2.18 3.10 -3.48
C -3.43 2.30 -3.17
C -3.78 2.46 -1.70
N -2.60 2.18 -0.89
H -0.15 2.79 -2.80
H -1.82 2.89 -4.49
H -2.36 4.17 -3.40
H -3.27 1.25 -3.39
H -4.26 2.65 -3.78
H -4.55 1.74 -1.40
H -4.13 3.47 -1.48
H -2.73 1.80 0.04
```

Results
Spin multiplicity = 1
HOMO (alpha / beta) = -10.516 / -10.643 eV
ΔE to the lowest compared entry with this formula, charge and spin = 9.13 kcal/mol
Net charge = +1
Kohn-Sham gap (alpha / beta) = 8.2 / 8.3 eV

Below is C46H36BrFN6PSTl as an isolated structure at a distorted geometry, with properties calculated with the ωB97M-V functional and the def2-TZVPD basis.

Structure (XYZ):
```
93
C46H36BrFN6PSTl (the ωB97M-V functional and the def2-TZVPD basis)
Tl 0.82 0.55 -0.23
N 4.56 -1.99 -1.27
C 4.03 -0.85 -0.69
S 3.97 0.54 -1.64
N 3.77 -0.96 0.60
N 3.14 0.07 1.15
C 3.08 0.23 2.44
C 3.81 -0.64 3.39
C 3.60 -2.01 3.40
C 4.38 -2.84 4.19
C 5.40 -2.32 4.97
C 5.62 -0.95 4.96
C 4.83 -0.12 4.19
C 2.32 1.37 2.89
C 1.92 1.52 4.23
C 1.15 2.61 4.58
C 0.80 3.54 3.60
C 1.24 3.31 2.31
N 1.96 2.26 1.95
H 4.47 -2.02 -2.27
H 4.28 -2.84 -0.80
H 2.80 -2.42 2.79
H 4.20 -3.91 4.19
H 6.02 -2.96 5.57
H 6.43 -0.53 5.55
H 5.01 0.95 4.18
H 2.19 0.78 4.96
H 0.80 2.73 5.60
H 0.20 4.40 3.84
H 0.98 3.99 1.51
Br -1.83 2.37 1.07
C -2.46 1.04 2.32
C -3.47 1.43 3.16
C -3.97 0.53 4.11
C -3.48 -0.74 4.17
C -2.44 -1.15 3.31
C -1.90 -2.44 3.41
C -0.83 -2.80 2.64
C -0.27 -1.89 1.74
C -0.77 -0.61 1.52
C -1.87 -0.24 2.35
H -3.86 2.44 3.10
H -4.75 0.86 4.79
H -3.85 -1.45 4.90
H -2.34 -3.12 4.13
H -0.41 -3.80 2.74
H 0.59 -2.20 1.17
N -1.73 2.44 -2.74
P -1.60 0.85 -2.04
C -1.41 -0.10 -3.59
C -0.53 0.34 -4.57
C -0.32 -0.42 -5.71
C -0.96 -1.65 -5.85
C -1.80 -2.10 -4.84
C -2.02 -1.34 -3.72
C -3.41 0.58 -1.89
C -3.95 0.14 -0.69
C -5.31 -0.03 -0.55
C -6.16 0.22 -1.62
C -5.63 0.61 -2.84
C -4.26 0.80 -2.97
C -0.72 3.33 -2.47
C -0.88 4.71 -2.61
C 0.22 5.52 -2.36
C 1.42 4.93 -1.97
C 1.47 3.55 -1.87
N 0.43 2.77 -2.13
H -2.65 2.84 -2.87
H -0.01 1.28 -4.43
H 0.37 -0.08 -6.47
H -0.79 -2.24 -6.73
H -2.27 -3.07 -4.94
H -2.67 -1.69 -2.93
H -3.28 -0.09 0.13
H -5.73 -0.35 0.40
H -7.23 0.10 -1.51
H -6.28 0.78 -3.68
H -3.84 1.08 -3.92
H -1.83 5.13 -2.91
H 0.13 6.60 -2.46
H 2.29 5.53 -1.76
H 2.37 3.03 -1.57
F 1.16 -5.28 -3.67
C 0.96 -4.05 -3.06
C -0.01 -3.95 -2.08
C -0.19 -2.72 -1.46
C 0.55 -1.57 -1.78
C 1.49 -1.75 -2.80
C 1.72 -2.97 -3.44
H -0.60 -4.82 -1.81
H -0.95 -2.65 -0.69
H 2.10 -0.90 -3.10
H 2.48 -3.08 -4.21
```

Results
Spin multiplicity = 1
HOMO = -0.054 eV
ΔE to the lowest compared entry with this formula, charge and spin = 14.42 kcal/mol
Net charge = -2
Kohn-Sham gap = 4.2 eV

> Look up the spin multiplicity of the second one.

1